1.
Density functional theory data (ωB97M-V/def2-TZVPD) for a cluster of 8 separate species, C31H44N9O6P2 in total in a non-equilibrium geometry.

Properties
Kohn-Sham gap in eV: 6.389
Total charge: -1

```
92
Properties=species:S:1:pos:R:3:forces:R:3
P -0.1209 1.6897 3.4208 -1.6 0.8 1.9
P 2.6599 -0.6872 6.5980 -2.0 0.9 -1.1
O 1.4028 -1.3558 1.8139 -1.1 0.1 1.0
O -1.2394 1.4312 2.1484 1.1 0.0 -0.1
O 4.1876 -0.0446 6.4301 -1.2 -1.7 1.0
O 2.6754 -2.0198 7.5956 1.2 1.2 -0.8
O 3.3833 -0.4609 2.0570 -0.7 0.6 1.8
O 1.6721 0.3311 7.0427 1.1 -0.6 0.2
N -0.7945 0.0011 -3.0719 -0.1 0.0 -0.2
N 1.2157 2.5563 2.7338 -0.9 -0.8 -1.1
N 0.2456 -7.2556 -1.8841 -0.1 -0.1 0.1
N -3.1906 2.7904 4.7386 -0.2 0.1 0.0
N 0.3258 0.1022 3.8811 1.0 1.3 -0.5
N 2.8963 0.7089 -2.7728 0.1 0.1 -0.1
N 2.4831 5.4857 -4.5548 0.0 0.1 0.0
N 0.4641 -3.4231 -4.6992 0.1 -0.2 -0.1
N -5.3516 1.5697 -0.3934 -0.1 0.1 0.0
C -5.1762 3.1989 5.6324 -0.1 0.0 0.0
C -5.1997 1.4963 0.9641 0.1 0.0 0.0
C 2.0800 -1.3089 4.9458 0.3 -0.5 0.4
C 1.4158 -3.6652 -5.6526 -0.1 0.1 0.0
C 4.0449 -0.0044 -2.5807 -0.1 0.0 -0.1
C 1.7830 -0.1396 3.9340 0.5 -1.5 -1.0
C 0.6282 -5.6244 -4.8870 -0.1 0.0 0.1
C -4.4903 3.0910 4.4489 0.0 0.0 -0.1
C 2.3176 6.4010 -5.5585 0.0 -0.1 -0.1
C -0.0173 -4.6108 -4.2231 -0.1 0.0 0.0
C -4.2462 2.9573 6.6777 0.1 0.0 0.0
C 0.0143 -8.7127 -0.2312 -0.1 0.0 0.0
C 4.5596 1.9790 -3.5024 -0.1 0.2 -0.1
C -6.4195 1.7429 1.5391 0.1 0.0 0.1
C 2.2109 -0.6878 2.4933 1.8 -0.3 -2.1
C -0.1208 -0.5912 -1.0367 0.2 -0.3 0.1
C -6.6540 1.8687 -0.6926 0.0 0.0 -0.1
C 0.1372 -0.7362 -2.3745 -0.2 0.0 0.0
C -7.3435 1.9789 0.4879 0.0 0.0 -0.1
C 1.9678 5.9861 -3.3905 0.0 -0.1 0.0
C -0.6346 -8.1106 -1.2778 0.0 0.0 -0.1
C 3.1994 1.9202 -3.3287 -0.1 0.0 0.0
C 1.5380 -5.0221 -5.7938 0.1 0.0 -0.1
C 1.3358 -8.1966 -0.2017 0.1 0.0 0.0
C 1.4465 -7.2986 -1.2315 0.1 0.0 -0.1
C -1.6454 0.6051 -2.1855 0.1 0.0 0.1
C -3.0287 2.7104 6.0915 0.1 0.0 0.0
C 1.6819 7.4952 -5.0315 0.0 0.0 -0.1
C 5.0964 0.7556 -3.0274 0.0 -0.1 0.0
C 1.4601 7.2318 -3.6546 0.0 0.0 0.1
C -1.2502 0.2578 -0.9169 -0.2 0.1 -0.2
H -0.7761 -4.6314 -3.4566 0.0 0.0 0.0
H 0.0413 -6.6832 -2.6854 0.1 0.0 0.2
H 3.2188 -1.8587 8.3873 -0.4 -0.1 -0.2
H 0.9979 2.6690 1.7351 0.7 -0.3 0.2
H 0.4395 -1.0455 -0.2271 0.0 0.1 0.1
H 1.9653 0.3907 -2.5391 0.2 0.2 0.2
H 2.6643 6.1942 -6.5578 0.0 0.0 0.0
H -4.4459 2.9636 7.7377 0.0 0.0 0.0
H 2.4026 0.7589 4.1473 -0.5 -0.5 -0.1
H 0.9831 7.8824 -2.9390 0.0 0.0 0.0
H 2.9172 4.5843 -4.6568 0.0 0.1 0.0
H 1.1182 -1.8552 5.1333 0.8 0.4 0.0
H 2.0061 5.4134 -2.4780 0.0 0.0 0.0
H -0.4122 -9.4415 0.4397 0.0 0.0 0.0
H -1.7176 0.5757 0.0008 0.1 -0.1 0.0
H -1.6430 -8.2168 -1.6435 0.0 0.0 0.0
H 2.1165 -8.4539 0.4963 0.0 0.0 0.0
H 1.9214 -2.8521 -6.1476 0.0 -0.1 0.0
H -0.8430 0.0835 -4.0719 0.0 0.1 0.1
H 1.4074 8.3864 -5.5734 0.0 0.0 0.0
H -6.6254 1.7523 2.5977 0.0 0.0 0.0
H -8.3936 2.2047 0.5862 0.0 0.0 0.0
H -0.1606 -0.2083 4.7178 0.1 0.5 -0.1
H 4.0163 -0.9895 -2.1440 0.0 0.1 0.1
H 2.7788 -2.0675 4.5205 -0.4 0.7 0.2
H 2.2067 -5.5274 -6.4722 0.0 0.0 0.0
H 4.7963 -0.5879 6.9628 0.1 0.4 -0.5
H 0.4665 -6.6808 -4.7381 0.0 0.0 -0.1
H -1.4810 2.2815 1.7450 0.2 -0.2 0.3
H 5.1081 2.8085 -3.9227 0.0 0.0 0.0
H -6.9761 1.9749 -1.7158 0.0 0.0 0.1
H 0.1666 -2.5133 -4.3949 0.0 -0.1 0.1
H -6.2260 3.4257 5.7360 0.0 0.0 0.0
H 1.2794 3.4979 3.1139 -0.2 -0.4 0.3
H -2.4537 1.2289 -2.5339 0.1 0.0 0.0
H -4.8136 3.2001 3.4260 0.0 0.0 0.1
H -2.0654 2.4849 6.5200 0.0 0.0 0.0
H 2.4222 2.6341 -3.5534 0.0 0.0 0.1
H -2.4629 2.6501 4.0531 0.2 -0.1 0.3
H 0.9001 -1.2957 -2.8930 0.0 0.0 0.1
H -4.2393 1.2734 1.4030 -0.1 -0.1 0.0
H 6.1349 0.4657 -3.0124 0.0 0.0 0.0
H -4.6193 1.4261 -1.0664 0.0 0.0 0.1
H 2.2737 -6.6887 -1.5560 0.0 0.0 0.0
```
Positions in Å, forces in eV/Å.

2.
Density functional theory data (ωB97M-V/def2-TZVPD) for a structure of composition C31H45BrN2NiP2 in a non-equilibrium geometry.

Properties
Spin multiplicity: 3
Kohn-Sham gap (spin up / spin down) in eV: 5.848 / 3.296
Total charge: +2

```
82
Properties=species:S:1:pos:R:3:forces:R:3
Br -1.7227 0.0628 -0.0511 -0.5 -0.5 0.4
Ni 0.1211 -0.8121 -4.6174 1.1 0.4 0.6
P -2.0184 -2.7985 -3.6202 -0.3 0.3 2.4
P 1.7249 -1.0540 -1.9351 0.0 0.9 0.9
N -1.0564 7.6876 -8.3591 0.0 -0.1 0.0
N 0.6053 0.9154 1.3389 -0.3 -0.3 0.5
C -0.7177 7.8943 -7.0861 0.0 -0.8 0.2
C 1.9975 -2.4838 -0.7261 -0.6 0.0 -0.2
C -0.0051 2.0862 1.5443 0.0 0.3 -0.4
C 1.5510 0.5339 2.1923 0.4 1.5 0.6
C 1.9118 3.6642 4.3442 0.0 0.3 0.0
C 3.3216 -0.1729 -4.1041 0.0 0.3 -0.6
C 2.0393 1.4057 3.1878 -0.8 -0.2 -0.7
C -0.3848 3.4560 -4.8689 -0.3 2.7 -1.5
C -2.2278 1.5654 -2.2703 -0.1 0.8 0.6
C 3.0090 0.0250 -1.1130 -0.2 0.3 -0.5
C -0.2872 -3.2205 -3.3844 0.4 -0.2 -0.5
C -0.4943 6.8501 -6.1682 0.1 -0.4 0.0
C 0.0452 -4.6468 -3.8749 0.2 -0.3 -0.4
C -4.1925 -3.3012 -1.7648 -0.2 0.1 -0.3
C -2.7351 -1.3468 -5.8112 0.0 0.1 -0.4
C 0.3157 2.6974 -2.6020 -0.4 -0.1 -0.1
C -0.4361 4.2962 -5.7687 -0.1 -0.1 1.8
C 2.9731 -3.5933 -1.0907 0.0 -0.1 0.2
C 0.0430 1.8777 -1.5148 -0.7 0.2 1.1
C 0.4162 3.0313 2.4458 -0.1 0.0 0.2
C 4.4261 -0.5474 -1.0221 0.5 -0.1 0.2
C -0.6178 5.4940 -6.5994 0.0 0.4 -0.7
C -1.2672 1.4230 -1.2559 0.5 -0.9 -2.6
C -1.1967 6.4308 -8.7741 0.2 -0.1 0.7
C 1.4642 2.6875 3.3016 0.2 -0.3 0.2
C -0.6634 2.8689 -3.5936 0.0 -0.9 -0.3
C -2.7607 -2.7503 -1.9427 -0.3 -1.1 0.5
C 2.5266 -1.3571 -3.5896 0.7 -0.5 0.9
C -0.9942 5.3236 -7.9389 -0.1 0.2 -0.3
C -2.2648 -1.1794 -4.3710 -0.4 0.2 -0.6
C -1.9487 2.3255 -3.3947 -0.2 -0.3 -0.3
H -3.0562 -0.6972 -3.7827 0.3 0.0 0.1
H -0.0410 -3.1162 -2.3099 -0.1 0.3 -0.6
H 2.9382 -4.3528 -0.2990 0.1 0.1 -0.3
H -4.9175 -2.6279 -2.2268 0.0 -0.1 0.1
H -3.2169 1.1187 -2.1305 0.3 0.3 0.0
H -3.1338 -0.4090 -6.2233 0.1 -0.3 0.2
H -2.0937 -3.3357 -1.2883 0.0 0.0 -0.4
H 2.8426 0.7734 -3.8059 0.4 -0.2 -0.1
H -2.7425 2.4855 -4.1408 0.6 -0.1 0.3
H 1.1110 -4.6969 -4.1310 -0.2 -0.1 0.1
H -1.8966 -1.6814 -6.4317 -0.3 -0.1 -0.2
H 2.9897 3.8433 4.2511 -0.2 0.0 0.2
H 0.2848 -2.4406 -3.9938 -0.4 -1.6 0.8
H -1.4113 -0.4521 -4.2604 -1.1 0.5 0.5
H -0.8812 2.3461 0.9313 0.6 -0.3 0.2
H 3.3343 -0.2065 -5.2055 0.2 0.1 0.4
H 0.9863 -2.8815 -0.5336 0.4 -0.1 0.1
H 5.1361 0.2675 -0.8322 -0.2 -0.1 -0.1
H -0.5296 -4.8888 -4.7829 0.3 0.0 0.3
H -4.4526 -3.3924 -0.6961 0.3 0.1 -0.5
H 2.3071 -2.0135 0.2300 -0.2 -0.1 -0.6
H 1.2703 3.2186 -2.6671 -0.1 -0.4 -0.2
H 4.5617 -1.2476 -0.1850 -0.2 0.2 -0.3
H 3.0282 0.9822 -1.6555 0.0 -0.2 0.4
H 2.6225 0.2027 -0.0975 0.0 0.1 -0.5
H -2.6759 -1.7212 -1.5640 0.1 0.2 -0.4
H 2.7019 -4.0763 -2.0363 0.2 0.0 0.1
H 1.7775 -1.6334 -4.3843 0.6 -0.4 0.1
H -3.5166 -2.1163 -5.8125 0.1 0.3 -0.4
H -1.1500 4.3334 -8.3525 0.1 0.0 0.1
H -0.6196 8.9428 -6.7944 0.0 -0.4 0.1
H 2.8436 1.0702 3.8283 0.0 0.1 0.2
H -4.3061 -4.2807 -2.2498 0.1 0.2 0.3
H -0.1458 -5.4351 -3.1249 -0.1 0.6 -0.2
H -0.2416 7.1280 -5.1448 0.0 -0.3 -0.2
H 0.8177 1.6147 -0.8050 -0.1 0.2 -0.1
H 4.0089 -3.2302 -1.1348 -0.4 -0.1 -0.2
H 4.3591 -0.2251 -3.7575 -0.4 0.3 -0.1
H 3.1799 -2.2241 -3.3825 -0.3 0.0 -1.0
H 1.9655 -0.4624 2.0640 0.1 0.1 0.0
H 1.3723 4.6107 4.1867 0.3 -0.3 0.2
H -1.4779 6.3014 -9.8129 0.0 -0.1 0.0
H -0.0998 4.0075 2.4422 0.5 -0.6 0.4
H 1.6894 3.2948 5.3564 0.1 0.1 -0.3
H 4.7728 -1.0552 -1.9336 -0.2 0.1 0.3
```
Positions in Å, forces in eV/Å.

3.
Density functional theory data (ωB97M-V/def2-TZVPD) for a structure of composition C31H45BrS5SbSi3Tl.

Properties
Kohn-Sham gap in eV: 4.938
Total charge: -2
Relative energy (zero: lowest compared OMol25 entry of this formula, charge and spin) in kcal/mol: 8.54

```
87
Properties=species:S:1:pos:R:3:forces:R:3
Tl -1.8588 -0.0504 -0.7264 -0.2 -0.1 0.0
Sb 1.6962 0.0640 1.0012 0.2 -0.1 0.1
Br 0.2423 0.2475 -3.2559 0.0 0.1 0.0
S -4.7043 -3.8728 1.9009 -0.1 0.1 0.0
S -4.1686 -1.1680 0.7963 0.0 0.0 0.1
S -2.1593 -4.9704 1.4438 0.1 0.0 0.0
S -0.9131 -2.5908 0.2050 -0.1 0.0 0.1
S -4.2151 -6.7009 2.7696 0.0 0.0 0.0
Si 1.5760 0.8175 3.4365 -0.1 0.0 0.0
Si 4.0217 0.9806 0.4367 0.0 0.1 -0.1
Si 2.5424 -2.3080 1.5597 -0.1 0.0 -0.1
C 1.4422 -3.1230 2.8240 -0.2 0.0 0.1
C -0.7893 -0.6968 -4.5575 0.0 0.0 0.1
C -2.0409 -2.1460 -6.5327 0.0 0.0 0.1
C -0.0474 0.2028 4.1371 -0.2 -0.1 0.0
C -4.0888 2.4913 1.9830 0.0 0.0 -0.1
C 4.3013 -2.3464 2.2370 0.2 0.1 0.1
C 1.5566 2.6957 3.5494 0.0 0.2 -0.1
C -0.2763 -0.6899 -5.8226 -0.1 -0.1 -0.1
C -1.1632 3.7716 -0.0976 0.0 0.0 0.1
C -3.7051 -2.9552 -4.9200 0.0 0.0 0.0
C -3.6698 -2.1109 -2.6579 -0.2 -0.1 0.0
C -1.9546 3.3967 0.9858 0.0 0.0 0.0
C -3.5669 -2.7659 1.1357 -0.2 0.0 0.1
C -3.5902 3.2424 -2.9711 0.0 0.0 0.0
C -1.9822 -1.3784 -4.1637 -0.1 0.0 -0.1
C -4.2238 -2.9452 -3.6569 0.0 0.1 0.0
C 3.7880 2.7298 -0.2191 -0.1 0.1 -0.1
C -0.9305 -1.4177 -6.8409 0.0 0.0 0.1
C 4.6538 -0.0490 -1.0075 0.0 -0.2 -0.1
C -2.5647 -1.3104 -2.8484 0.4 0.1 -0.2
C -2.3400 -3.3026 0.9144 0.1 -0.1 0.0
C 0.2744 4.1846 0.0993 -0.1 0.0 0.0
C -3.0240 3.3181 -1.5753 -0.1 0.0 -0.1
C -3.2656 2.9696 0.8123 0.0 0.0 0.1
C -2.5741 -2.1584 -5.2162 0.0 0.0 0.1
C -1.7106 3.7251 -1.3705 0.0 0.0 -0.1
C -3.7897 2.9503 -0.4779 -0.1 0.0 0.0
C 2.5633 -3.2821 -0.0306 -0.1 0.0 -0.2
C -3.7202 -5.2579 2.0746 0.0 0.1 0.0
C 2.9735 0.2520 4.5593 0.2 -0.2 0.0
C 5.4416 1.1179 1.6695 0.0 0.0 0.3
H 5.4414 0.4858 -1.5514 0.0 0.0 0.1
H 2.3880 3.1496 2.9975 -0.1 0.0 0.1
H 0.6245 3.0980 3.1405 0.1 0.0 0.0
H -2.5361 -2.7416 -7.2938 0.0 0.0 0.0
H 2.8435 -4.3234 0.1676 0.0 0.1 0.0
H 1.6311 3.0047 4.5983 0.0 0.0 -0.1
H 1.5641 -3.2763 -0.4789 0.2 -0.1 0.0
H 6.3324 1.4671 1.1338 0.0 0.0 0.0
H 5.6782 0.1642 2.1483 0.0 0.1 0.0
H 2.9618 -0.8360 4.6824 0.0 0.1 0.0
H 0.4300 -3.2090 2.4107 0.2 0.0 0.1
H 4.3581 -1.9343 3.2497 0.0 0.0 -0.1
H -3.9305 4.2254 -3.3116 0.0 0.0 0.0
H -4.1580 -2.1028 -1.6844 0.0 0.0 -0.1
H 0.7425 3.6023 0.8945 0.0 0.0 0.0
H 3.8410 -0.2685 -1.7093 0.1 0.0 0.1
H 5.2123 1.8407 2.4619 0.0 -0.1 -0.1
H 3.9494 0.5321 4.1473 -0.1 0.0 0.1
H -5.0751 -3.5755 -3.4157 0.0 0.0 0.0
H 0.0180 -0.8464 4.4403 0.0 0.1 0.0
H 3.2736 -2.8591 -0.7489 0.0 0.0 0.0
H 4.6482 -3.3871 2.2663 0.0 0.1 0.0
H 0.6337 -0.1446 -6.0353 0.0 0.0 0.0
H 3.3796 3.3988 0.5471 0.0 -0.1 -0.1
H 4.9886 -1.7807 1.6025 0.0 -0.1 0.0
H -2.8362 2.8843 -3.6749 0.0 0.0 0.0
H -4.7413 1.6675 1.6889 0.0 0.0 0.0
H -0.3476 0.7964 5.0077 0.0 0.0 0.0
H 4.7431 3.1436 -0.5646 -0.1 0.0 0.0
H -4.7076 3.2998 2.3876 0.0 0.0 0.0
H -4.1364 -3.5652 -5.7081 0.0 0.0 0.0
H -1.0890 3.9663 -2.2290 0.0 0.0 0.0
H 0.8525 4.0285 -0.8128 0.0 0.0 0.0
H 5.0620 -1.0068 -0.6653 0.0 0.1 -0.1
H 1.3897 -2.5434 3.7510 0.0 -0.1 0.0
H 3.0875 2.7280 -1.0619 0.1 0.0 0.1
H 2.8664 0.7116 5.5489 0.0 0.0 -0.1
H -0.5318 -1.4078 -7.8492 0.0 0.0 0.0
H -0.8402 0.2668 3.3830 0.0 0.0 0.1
H 0.3513 5.2423 0.3701 0.0 0.0 0.0
H -4.8061 2.5978 -0.6335 0.1 -0.1 0.0
H 1.8132 -4.1266 3.0642 0.0 0.1 0.0
H -4.4372 2.5567 -3.0110 0.0 0.0 0.0
H -3.4453 2.1209 2.7823 0.0 0.0 0.0
H -1.5229 3.3956 1.9848 0.0 0.0 -0.1
```
Positions in Å, forces in eV/Å.